[1]
DFT (wB97M-V/def2-TZVPD) results for 2 unconnected molecules or ions with the total composition C8H16O2 in a non-equilibrium geometry.

relative energy (zero: lowest compared OMol25 entry of this formula, charge and spin) = 358.4 kJ/mol
spin multiplicity = 1
net charge = 0
SMILES = C#CC(C)(C)O.CC(C)O
frontier orbital gap = 9.8 eV
molecular weight = 144.21 g mol⁻¹

Cartesian coordinates (Å):
1 C 0.094 -1.125 -1.045
2 C -0.796 -0.438 -0.571
3 C -2.133 -0.072 -0.075
4 C -2.580 -1.085 0.990
5 C -3.094 -0.063 -1.269
6 O -2.166 1.250 0.466
7 H 0.612 -1.846 -1.621
8 H -3.572 -0.823 1.350
9 H -2.604 -2.088 0.573
10 H -1.887 -1.085 1.830
11 H -4.092 0.208 -0.929
12 H -3.121 -1.044 -1.738
13 H -2.763 0.674 -1.997
14 H -1.567 1.285 1.223
15 C 1.544 1.270 0.687
16 C 2.427 0.380 -0.134
17 C 3.510 -0.348 0.637
18 O 3.018 1.028 -1.237
19 H 1.987 2.247 0.857
20 H 0.551 1.311 0.140
21 H 1.290 0.825 1.644
22 H 1.656 -0.429 -0.563
23 H 4.214 0.368 1.060
24 H 3.073 -0.925 1.449
25 H 4.059 -1.011 -0.028
26 H 2.341 1.534 -1.699



[2]
DFT (wB97M-V/def2-TZVPD) results for 2 unconnected molecules or ions with the total composition C8H16O2 in a non-equilibrium geometry.

relative energy (zero: lowest compared OMol25 entry of this formula, charge and spin) = 146.0 kJ/mol
spin multiplicity = 1
net charge = 0
SMILES = CCC(C)=O.CCC(C)=O
frontier orbital gap = 10.2 eV
molecular weight = 144.21 g mol⁻¹

Cartesian coordinates (Å):
1 C -0.157 1.396 1.243
2 C 0.079 1.032 2.720
3 C 0.209 -0.448 3.097
4 C 0.364 -0.870 4.505
5 O 0.233 -1.285 2.189
6 H -0.429 2.446 1.045
7 H -0.910 0.742 0.772
8 H 0.824 1.193 0.781
9 H 0.930 1.628 3.104
10 H -0.816 1.302 3.313
11 H 0.686 -1.912 4.340
12 H -0.538 -0.877 5.140
13 H 1.166 -0.334 5.038
14 C 0.513 0.838 -4.291
15 C 0.452 -0.071 -3.041
16 C -0.863 -0.464 -2.525
17 C -0.855 -1.606 -1.539
18 O -1.853 0.174 -2.869
19 H 1.490 0.897 -4.799
20 H 0.217 1.854 -3.979
21 H -0.235 0.459 -5.008
22 H 1.147 -0.909 -3.241
23 H 0.828 0.474 -2.154
24 H 0.193 -1.938 -1.442
25 H -1.471 -2.469 -1.842
26 H -1.205 -1.252 -0.555



[3]
DFT (wB97M-V/def2-TZVPD) results for a molecular structure, C8H16O4 in a non-equilibrium geometry.

relative energy (zero: lowest compared OMol25 entry of this formula, charge and spin) = 539.1 kJ/mol
spin multiplicity = 1
net charge = 0
frontier orbital gap = 10.3 eV
molecular weight = 176.21 g mol⁻¹

Cartesian coordinates (Å):
1 O 0.533 3.652 -1.158
2 O 0.217 3.515 1.104
3 C 1.171 3.813 0.147
4 C 0.258 2.238 -1.345
5 C -0.035 2.150 1.182
6 C -0.667 1.859 -0.181
7 H 2.137 3.273 0.187
8 H 1.370 4.877 0.377
9 H -0.272 1.981 -2.282
10 H 1.200 1.657 -1.323
11 H 0.798 1.473 1.451
12 H -0.875 1.941 1.872
13 H -1.631 2.333 -0.452
14 H -0.790 0.764 -0.284
15 O -1.445 -1.591 -0.279
16 O 0.666 -1.478 0.592
17 C -0.249 -1.040 -0.312
18 C -1.304 -2.991 -0.489
19 C 0.909 -2.889 0.501
20 C -0.464 -3.538 0.736
21 H 0.216 -1.090 -1.315
22 H -0.532 0.014 -0.125
23 H -2.309 -3.423 -0.656
24 H -0.686 -3.221 -1.378
25 H 1.356 -3.264 -0.440
26 H 1.562 -3.209 1.335
27 H -0.855 -3.181 1.708
28 H -0.281 -4.626 0.826



[4]
DFT (wB97M-V/def2-TZVPD) results for 2 unconnected molecules or ions with the total composition C8H16OS.

relative energy (zero: lowest compared OMol25 entry of this formula, charge and spin) = 330.8 kJ/mol
spin multiplicity = 1
net charge = 0
frontier orbital gap = 8.2 eV
molecular weight = 160.28 g mol⁻¹

Cartesian coordinates (Å):
1 C 1.338 -0.389 -0.030
2 C 0.504 -1.448 -0.076
3 C -1.550 -0.286 0.103
4 C 1.895 0.130 1.258
5 C 1.745 0.334 -1.274
6 C 0.070 -2.092 -1.365
7 C -1.651 0.125 1.528
8 C -1.726 2.601 -0.492
9 O 0.295 -2.179 1.068
10 S -1.672 0.845 -1.088
11 H 1.858 1.218 1.282
12 H 2.942 -0.164 1.349
13 H 1.356 -0.275 2.110
14 H 2.123 -0.358 -2.027
15 H 2.524 1.057 -1.048
16 H 0.895 0.865 -1.715
17 H -0.093 -1.341 -2.130
18 H -0.856 -2.641 -1.226
19 H 0.838 -2.785 -1.712
20 H -0.938 0.906 1.809
21 H -1.495 -0.733 2.180
22 H -2.657 0.513 1.709
23 H -1.667 2.617 0.590
24 H -2.664 3.019 -0.835
25 H -0.888 3.133 -0.926
26 H -0.525 -2.673 0.958



The HOMO level results, record by record, are as follows: -9.060 -9.422 -9.352 -7.480 eV.